Here is a cluster of 12 separate species, C41H116N12O12 in total at a distorted geometry from OMol25. Energies are from ωB97M-V with the def2-TZVPD basis set.

```
181
Properties=species:S:1:pos:R:3:forces:R:3
O 2.7914 -5.2115 -4.5015 -0.89 -0.87 -0.21
O -3.7558 -6.8595 -1.2807 1.32 -1.59 -0.34
O -3.4943 0.5331 3.5659 -1.68 -0.72 0.85
O 2.5801 2.7069 2.2523 -1.00 0.46 0.47
O -2.5759 4.0174 3.8362 -0.37 0.01 0.41
O -0.8517 -0.1699 0.5218 -1.77 -0.16 1.45
O -0.4646 -4.6882 3.2617 -0.05 0.47 0.30
O -3.1401 7.8672 0.7583 0.78 -0.06 -1.35
O -2.8180 2.9728 -2.3522 1.27 -0.68 0.60
O 3.1648 -0.5862 -0.4720 0.04 0.45 0.24
O -1.2017 -4.1482 -5.8435 -0.19 -1.50 -2.40
O 3.7274 6.7899 0.9998 -0.41 -2.27 -0.69
N 3.5883 1.7350 3.9283 4.88 -2.37 1.07
N 1.6952 2.5461 4.3582 -4.99 1.57 2.75
N -2.6250 1.1541 -5.7153 -0.01 0.73 2.00
N -1.5657 8.8796 -1.6824 0.02 0.40 0.42
N 3.3170 5.9749 3.6316 -1.51 -0.24 0.12
N 5.7692 0.0441 2.1102 1.53 2.19 -0.59
N -3.0059 -1.8130 -5.2446 0.08 -0.26 -0.59
N -0.6342 2.4836 1.8822 -0.35 -0.92 0.97
N -0.5223 -4.8001 -0.7381 -2.29 -0.51 0.15
N -3.3205 1.5935 6.0749 -1.66 2.26 0.21
N 2.4088 -3.7357 -1.1779 -0.56 -0.23 1.05
N 1.9097 -6.1337 3.8399 -0.28 -1.53 1.71
C -1.3182 -5.9426 -1.2893 0.19 -1.20 -0.86
C -0.9142 -7.3391 -0.7023 -1.39 1.40 -0.64
C 2.1944 6.5881 2.8429 0.90 0.86 0.11
C 2.3982 -5.2514 -3.1331 1.33 0.48 0.21
C 0.1367 3.3952 -0.2214 0.64 -0.45 -0.38
C -3.5516 0.7211 2.1705 -0.78 0.75 0.66
C 1.9220 -5.0101 3.0099 1.41 1.23 -1.29
C 4.2197 6.0177 -0.1312 0.55 2.08 0.19
C 3.2082 -5.0688 2.1513 1.01 0.64 -1.41
C -2.0303 7.2150 0.1162 -0.24 -0.36 -0.83
C 3.8458 0.2341 0.4594 1.48 0.08 0.21
C -0.0556 0.8731 0.0666 0.11 0.19 -0.98
C 4.5555 -4.0821 -2.2639 -0.63 -1.15 0.02
C 2.5874 2.3777 3.4555 0.74 0.57 -3.61
C -2.1837 -2.5335 -4.2408 -1.96 -0.09 -1.64
C -3.0545 -2.3810 -2.9801 1.45 -0.40 0.56
C 4.0775 -1.3884 2.3732 -0.68 -2.03 -1.06
C -2.9133 -5.7534 -1.2682 0.84 1.02 1.94
C 2.1171 8.1068 3.0745 0.93 0.32 0.52
C -1.9330 7.5141 -1.3626 -0.35 0.69 -1.65
C -0.5012 -3.4709 4.0558 -0.20 -0.27 -0.74
C -3.0597 2.7163 -3.7185 -0.99 1.30 -0.29
C -3.0363 -0.7208 6.4345 -0.59 -1.58 -0.81
C -0.6237 -1.4623 0.0205 0.97 0.38 -0.67
C -0.5814 2.2469 0.4642 -0.27 1.25 -0.43
C 0.5714 -4.8035 2.3003 1.88 0.39 0.18
C -0.8879 6.6577 -2.1021 -0.48 -1.00 1.21
C -2.4734 0.5198 5.8226 0.56 -1.46 -0.71
C -1.9787 -4.0448 -4.7311 0.09 1.83 3.14
C 4.8516 -0.6651 1.2612 -2.30 0.14 1.16
C 3.0248 -3.9783 -2.4384 -0.04 -0.50 -1.76
C -2.4308 1.4549 -4.2277 -0.16 -1.52 -0.39
C 2.3864 -6.3918 -5.2237 0.15 0.61 0.02
C -3.3067 7.4034 2.0682 0.74 -0.02 0.43
C -1.0002 1.1949 -3.8137 1.41 -0.24 0.62
C -3.7773 3.7036 -1.5971 -0.35 0.18 -2.00
C -1.2684 -5.5272 -6.3425 1.18 1.69 -0.86
C 2.5630 0.1158 -1.5670 0.62 -1.30 -0.49
C 2.4518 6.2986 1.3762 -1.09 1.14 -0.20
C -2.3145 0.4952 4.2663 2.64 -0.14 -0.01
C -3.8581 -7.4897 -2.5451 -1.35 0.94 0.69
H 1.0211 -6.1663 4.3189 -0.39 -0.20 0.05
H 4.2265 6.2924 3.3282 -0.09 0.70 -0.28
H -1.1162 -2.7378 3.5338 0.14 0.19 -0.16
H 4.3721 1.6219 3.3015 0.21 -0.36 0.24
H -2.7644 3.5120 -4.4025 0.24 0.79 0.30
H -2.4213 -1.7080 -6.0615 -0.06 -0.25 -0.60
H -3.2982 -0.6609 7.4909 0.32 0.28 -0.06
H -3.6126 1.2477 -5.9049 -0.24 -0.02 -0.24
H -4.7367 3.1892 -1.5413 0.07 -0.61 0.59
H 0.4818 -4.8823 -0.8090 0.15 -0.59 -0.33
H 3.1157 8.4711 2.8330 -0.01 0.39 -0.06
H -3.0922 1.6765 1.9170 0.39 -0.12 -0.33
H 4.6898 -2.2210 2.7195 0.14 0.10 0.50
H -0.8960 0.6991 -2.8485 -0.63 -0.12 0.13
H 3.1243 -0.1271 -2.4693 0.31 0.02 -0.15
H -2.9113 -4.6036 -4.8088 -0.45 0.37 -0.09
H -1.5374 0.6017 6.3752 0.61 0.63 -0.70
H -4.5490 -6.7885 -3.0131 -0.03 -0.42 -1.25
H 0.7951 2.9506 4.1431 0.21 0.10 0.06
H 6.3216 0.6788 1.5515 0.10 0.60 -0.26
H 1.7136 6.8780 0.8218 -0.40 0.03 -0.41
H -1.3954 -4.4933 -3.9270 -0.13 -0.40 0.66
H -1.4204 -2.1777 0.2241 -0.13 0.45 0.32
H -3.7962 6.4301 2.1025 0.01 -0.15 0.02
H 2.4584 -6.1967 -6.2937 0.73 0.09 0.08
H -3.3572 3.9962 -0.6349 -0.07 -0.18 -0.18
H -2.3224 -1.5224 6.2450 0.13 -0.25 0.39
H 4.4564 0.9839 -0.0435 0.16 0.19 -0.52
H -2.0952 4.7741 4.1716 0.07 0.25 0.11
H -0.4378 0.5317 -4.4709 -0.44 -0.06 -0.46
H 1.3212 -5.3854 -3.0323 -0.39 0.70 -0.04
H 2.9791 -7.2473 -4.8999 0.16 -0.08 -0.19
H 3.2341 -4.4367 1.2637 -1.09 -0.31 -0.62
H 4.9208 -3.5050 -1.4145 -0.04 0.54 -0.32
H 2.7989 -6.1350 -2.6362 0.38 -0.31 0.08
H -2.9205 -7.5702 -3.0953 0.01 -0.28 0.09
H -0.6915 -5.4867 -7.2665 0.45 -0.15 0.18
H -4.3880 -8.4169 -2.3270 0.37 -0.21 -0.54
H 5.3698 -1.2746 0.5209 -0.30 -0.51 0.04
H -1.0805 1.6183 2.1512 -0.54 -0.06 0.90
H 3.3008 5.0364 3.2588 0.16 -0.67 0.35
H 4.7429 -5.1085 -1.9486 0.13 -0.24 0.02
H -3.2461 -1.3472 -2.6927 -0.02 0.30 -0.61
H 5.2375 6.4068 -0.1059 0.27 -0.78 -0.75
H 0.7980 -3.9340 1.6834 -0.76 0.71 0.01
H 0.9667 0.7148 0.4099 0.32 0.25 0.03
H 0.2761 2.3431 2.2966 0.67 0.35 -0.33
H 0.3694 -5.5764 1.5587 -0.29 -0.47 0.69
H 2.5629 -5.9390 4.5853 0.36 -0.48 0.18
H 2.7327 -3.1573 -3.0932 0.51 0.18 -0.55
H 0.0325 3.2307 -1.2938 0.28 0.28 -0.17
H -3.8521 8.1088 2.6952 -0.18 0.13 -0.39
H 3.7332 6.3250 -1.0569 -0.12 0.45 -0.11
H -0.9915 -3.6307 5.0161 -0.01 -0.59 -0.13
H 0.0706 6.6899 -1.5841 0.20 0.23 0.17
H -1.0532 -6.0414 -2.3420 0.10 0.34 -0.26
H -0.7914 -6.2039 -5.6336 -0.28 -0.12 0.08
H -2.2006 9.5078 -1.2108 -0.10 0.30 0.10
H -1.4618 -7.4563 0.2328 0.71 -0.19 0.46
H -0.6726 8.9798 -1.2214 0.43 0.66 -0.05
H -1.6155 2.3882 0.1497 -0.25 -0.70 -0.33
H -2.2290 -5.8735 -6.7237 -0.54 0.28 0.82
H -2.9482 2.4157 5.6215 0.73 0.72 0.43
H -2.1788 3.8394 2.9836 0.47 -0.34 -0.50
H -2.5047 -2.7239 -2.1036 -0.26 -0.67 0.15
H 1.3984 8.7247 2.5362 -0.14 -0.63 -0.64
H -1.6783 -0.2975 3.8726 0.19 -0.57 0.18
H 4.1244 4.9328 -0.1766 0.10 -0.13 1.15
H 0.3227 -1.8520 0.3954 0.17 -0.22 0.23
H -3.2202 -0.1165 1.5567 0.34 0.04 0.18
H -2.9194 7.3817 -1.8073 -0.14 -0.39 -0.08
H 3.7002 1.4746 4.8977 0.02 0.08 -0.37
H -0.7192 -4.8708 0.2500 0.02 0.55 0.21
H 2.9393 -3.0119 -0.7144 -0.06 0.24 0.28
H -3.0126 -0.8512 -4.9364 -0.33 0.09 0.07
H -3.2542 -5.4575 -0.2761 0.87 1.30 0.25
H -1.2136 5.6234 -1.9914 0.14 -0.30 -0.44
H -0.6850 6.9014 -3.1449 -0.53 0.22 0.15
H 1.8492 2.2971 5.3249 -0.07 0.08 -0.39
H 1.9286 8.4121 4.1037 0.16 -0.55 0.29
H 2.1001 -4.1064 3.5928 -0.36 0.51 0.17
H 1.2245 6.1800 3.1273 0.17 -0.56 0.14
H 3.1684 0.8305 1.0706 -0.14 -0.32 0.36
H -3.9284 -1.0557 5.9053 -0.31 0.15 -0.02
H 0.4773 -3.0444 4.2769 0.13 -0.12 -0.24
H -2.2960 7.3424 2.4718 0.02 -0.35 0.63
H -1.0391 7.4859 0.4798 0.01 0.23 0.96
H -0.0924 0.8492 -1.0225 0.38 0.05 -0.25
H -1.3661 -8.0744 -1.3681 0.37 -0.30 -0.01
H 4.1387 -4.6134 2.4901 -0.21 0.27 1.76
H 2.2763 5.2550 1.1151 0.43 -0.25 0.23
H -4.6201 0.8899 2.0369 -0.02 -0.22 -0.47
H -3.2196 -5.0012 -1.9951 0.06 0.07 -0.22
H 0.1748 -7.3857 -0.7005 -0.16 -0.36 0.43
H 1.5999 -0.3731 -1.7138 -0.23 0.66 0.03
H -1.7597 1.4116 4.0652 0.23 0.37 -0.06
H -4.0101 1.4573 5.3496 -1.34 -0.19 0.35
H 6.5062 -0.5490 2.4642 -0.30 -0.61 0.31
H -0.3210 2.0326 -3.6557 -0.39 0.68 -0.40
H 1.3364 -6.6767 -5.1580 -0.31 0.31 0.82
H 1.1826 3.4280 0.0838 0.22 -0.17 -0.19
H -3.0568 0.7493 -3.6815 0.22 -0.83 -0.31
H 3.1802 -1.8948 2.0176 -0.23 0.02 -0.28
H -0.2532 4.3842 0.0196 -0.42 -0.20 0.14
H 3.6490 -6.0262 1.8733 -1.05 -0.53 -0.13
H -1.2776 -1.9292 -4.2842 0.79 -0.83 1.04
H 1.5060 -3.3317 -1.3824 -0.32 0.16 0.32
H 3.7628 -0.7506 3.1991 0.39 0.19 -0.29
H -4.0189 -2.8674 -3.1269 0.15 -0.16 0.11
H 5.1405 -3.9497 -3.1741 -0.19 0.36 0.10
H -2.1527 1.8371 -6.2903 0.19 0.24 0.01
H -4.1404 2.6197 -3.8221 -0.30 -0.09 -0.36
H -0.5066 -1.4019 -1.0616 -0.12 -0.14 -0.39
H -4.0603 4.5539 -2.2178 0.22 0.78 0.39
H -2.1045 6.1277 0.1343 -0.28 -0.33 0.70
H 2.5663 1.2042 -1.5074 -0.42 -0.06 0.53
```
Positions in Å, forces in eV/Å.

Calculated values
Energy (eV): -86839.862
Structure (SMILES): COC[C@H](C)N.COC[C@H](C)N.COC[C@H](C)N.COC[C@H](C)N.COC[C@H](C)N.COC[C@H](C)N.COC[C@H](C)N.COC[C@H](C)N.COC[C@H](C)N.COC[C@H](C)N.NC(N)=O.O
Spin multiplicity: 1
HOMO (eV): -9.0
Kohn-Sham gap (hartree): 0.3369

Results of the Mulliken charge analysis, in e, for atoms 1 through 8: -0.362 -0.468 -0.485 -0.374 -0.578 -0.279 -0.455 -0.473